# 1
C8H15N2 | ωB97M-V/def2-TZVPD

Properties
Net charge   +1
Gap between HOMO and LUMO   10.08 eV
LUMO level   -2.8 eV
HOMO energy   -12.8 eV
Molecular weight   139.22 Da

Atoms and positions in Å:
H: 3.31688 0.39006 -0.64709
N: 1.25040 -0.23046 -0.67924
C: -0.74684 1.38993 -0.54220
H: 1.12837 -0.11250 -1.63091
H: -3.41241 0.67320 -1.04134
C: -0.80938 -0.37756 0.83825
H: 1.83199 2.35719 0.05541
H: -1.16146 -0.22476 1.76348
H: 0.89557 -2.04043 -1.40153
H: -3.14619 1.14776 0.79838
H: -0.85791 2.27391 0.11701
H: 1.70366 -2.21241 0.24248
N: -1.59156 0.22595 -0.32858
C: -0.36689 -1.77635 0.37800
C: 2.47055 0.20188 -0.06849
C: -3.00883 0.44544 -0.05111
H: 1.91019 1.55738 1.64023
H: -0.63629 1.66600 -1.54148
C: 1.80145 1.41670 0.61628
H: -3.46667 -0.51169 0.29076
H: 2.81065 -0.67887 0.56196
C: 0.54230 0.73738 0.11901
H: -0.30178 -2.51835 1.22712
H: -1.08961 -2.16788 -0.29927
C: 0.93381 -1.63151 -0.41712

# 2
C8H15N2O2 | ωB97M-V/def2-TZVPD

Properties
Net charge   +1
Gap between HOMO and LUMO   10.34 eV
SMILES   CCC[n+]1ccn(OC)c1OC
LUMO level   -2.5 eV
HOMO energy   -12.8 eV
Molecular weight   171.22 Da

Atoms and positions in Å:
H: 0.24777 1.17697 3.22128
H: -2.05359 0.29774 2.08669
C: -2.17662 0.37363 -1.55443
H: -1.48512 -1.58636 -0.96329
H: 3.60195 0.72031 3.17601
H: -4.13816 -0.43962 -1.95545
H: 2.76128 0.72242 -0.96613
H: -2.87168 -1.05672 -3.01757
N: -0.80972 -0.19101 0.42272
C: 3.23186 0.09735 2.36254
H: -3.49662 0.57394 -3.24377
C: -3.23714 -0.17329 -2.50079
H: 2.97367 -1.01057 -0.56719
H: -2.54177 1.28238 -1.07276
C: 2.43635 -0.29425 -1.19027
O: 1.02320 -0.43056 -1.00582
O: 2.41436 0.92154 1.50889
N: 1.12386 0.55180 1.39733
C: 0.46158 -0.10740 0.10903
H: 2.66388 -0.73826 2.77018
H: -2.72507 -0.89651 0.10867
H: 2.61009 -0.51936 -2.23970
H: 4.07093 -0.27119 1.77205
C: 0.08839 0.73953 2.25436
C: -1.83812 -0.66948 -0.48540
H: -1.27594 0.62455 -2.11761
C: -1.05962 0.30243 1.69043

# 3
C8H15N2O2P | ωB97M-V/def2-TZVPD

Properties
Net charge   0
Gap between HOMO and LUMO   9.88 eV
SMILES   CO[P@@](=O)(n1ccnc1)C(C)(C)C
LUMO level   0.6 eV
HOMO energy   -9.2 eV
Molecular weight   202.19 Da

Atoms and positions in Å:
C: -0.39215 -0.15831 1.11486
C: -1.18343 -0.84979 -2.79260
H: 0.90421 3.55843 -1.24047
C: -1.50819 -1.07049 1.48882
H: -2.12985 -0.42250 -2.82142
C: 0.81868 -1.52591 -2.02697
H: 0.90453 -1.85730 0.77331
C: -0.41735 1.13637 2.04141
O: -1.71578 1.40306 -1.03106
N: -0.22513 -0.64265 -1.85803
H: -0.23955 2.46874 -2.18642
H: 0.12658 1.87405 1.59317
H: 1.76249 -0.25691 1.03770
H: -1.57892 -1.19788 2.58816
O: 0.86969 1.42970 -0.65254
H: 1.64842 -1.56249 -1.34931
H: 0.89696 -3.04171 -3.60670
H: 1.20224 -1.19169 2.26661
H: -1.45684 1.28531 2.21823
C: 0.47362 -2.13694 -3.17399
P: -0.53861 0.52416 -0.59587
H: 1.63463 2.27158 -2.28184
H: -2.37701 -0.52402 1.29401
H: -1.39987 -2.13333 1.17344
C: 0.72499 2.49815 -1.62330
H: 0.13302 0.82184 2.96327
C: 1.00197 -0.90529 1.24663
N: -0.76541 -1.75795 -3.63093

# 4
C8H15N2O3 | ωB97M-V/def2-TZVPD

Properties
Net charge   +1
Gap between HOMO and LUMO   8.83 eV
SMILES   C/C(O)=C/C=C(\[NH+]=C\O)[C@@H](O)CN
LUMO level   -3.9 eV
HOMO energy   -12.7 eV
Molecular weight   187.22 Da

Atoms and positions in Å:
O: -2.46141 -0.57358 0.71430
N: -0.55787 -0.46530 -0.22906
O: 1.37887 -1.98076 -1.92321
H: 0.47170 1.07090 -3.15505
H: -2.92071 -0.91395 1.46995
C: 0.51325 -0.08882 -3.06763
H: 0.02844 2.53148 1.19098
C: 0.03438 0.71636 2.41474
H: -0.31554 2.00076 4.07266
C: -0.88371 1.18820 3.48741
C: 1.28409 0.87571 0.26900
C: 0.44469 1.47494 1.36783
H: 1.98319 -2.38028 -2.55738
H: -1.37512 -0.33980 -3.77592
H: 2.31597 1.31322 -0.03016
N: -0.91426 -0.45066 -2.88634
H: -1.13372 -0.30855 -1.10767
C: 0.69933 -0.06213 -0.50704
H: -0.81003 -1.44237 -2.70060
H: -0.88625 -1.43210 1.64313
H: 0.89247 -0.47651 -3.93728
C: 1.35969 -0.54553 -1.81455
H: -0.91226 0.45931 4.15384
C: -1.16554 -0.71794 0.89289
O: 0.78732 -0.40571 2.68386
H: -1.75868 1.44256 3.05728
H: 2.25631 -0.06673 -2.06219
H: 1.64540 -0.42275 2.33621

Q: net charge of number 3 (C8H15N2O2P)?
A: 0

Q: What is the gap between HOMO and LUMO in the second record?
A: 10.34 eV

Q: Which formula does entry 4 have?
A: C8H15N2O3

Q: What is the net charge in the third record?
A: 0